Record 1
{
  "formula": "C15H14IrN6O8S",
  "method": "ωB97M-V/def2-TZVPD",
  "s2": 8.791,
  "energy_ha": -2012.2828,
  "multiplicity": 6,
  "de_lowest_kcal_mol": 0.0,
  "homo_energy_ev": [-14.023, -14.616],
  "largest_force_ev_per_a": 0.9,
  "total_charge": 2,
  "elements": ["Ir", "O", "C", "O", "C", "C", "C", "C", "C", "N", "C", "O", "O", "H", "H", "H", "H", "H", "O", "C", "O", "C", "C", "C", "C", "C", "C", "S", "H", "H", "H", "H", "N", "N", "C", "N", "N", "N", "O", "O", "H", "H", "H", "H", "H"],
  "coordinates": [[0.3757, -0.1790, -0.7151], [-2.0951, -2.9384, 1.6246], [-1.2073, -2.1766, 1.0316], [-1.4706, -1.3067, 0.2231], [0.1987, -2.4679, 1.4350], [0.5590, -3.5431, 2.2281], [1.9074, -3.7641, 2.4514], [2.8362, -2.9089, 1.8776], [2.3813, -1.8501, 1.1095], [1.0864, -1.6370, 0.9038], [3.2599, -0.8810, 0.3698], [4.5389, -0.7959, 0.6471], [2.7827, -0.1772, -0.4943], [-2.9863, -2.7529, 1.2915], [-0.1977, -4.1967, 2.6386], [2.2366, -4.6026, 3.0515], [3.8934, -3.1023, 2.0104], [4.8273, -1.3480, 1.3836], [-0.8648, 2.8973, -1.5662], [-1.1807, 2.6264, -0.4187], [-0.8743, 1.5237, 0.2080], [-1.9745, 3.5970, 0.4051], [-2.2909, 4.8391, -0.0719], [-3.0397, 5.7207, 0.7233], [-3.4769, 5.3473, 1.9978], [-3.1726, 4.1052, 2.4964], [-2.4043, 3.2122, 1.7050], [-1.9832, 1.6957, 2.2853], [-1.9610, 5.1195, -1.0636], [-3.2857, 6.7034, 0.3402], [-4.0598, 6.0371, 2.5937], [-3.5103, 3.8030, 3.4805], [1.1694, 1.2636, -2.4141], [1.4203, 0.6119, -3.6171], [1.2776, -0.7249, -3.7337], [1.5706, -1.2743, -4.8975], [0.8252, -1.3465, -2.6314], [0.7137, -2.7351, -2.5989], [1.0154, -3.4253, -3.5651], [0.3720, -3.2115, -1.5338], [0.3968, 1.9264, -2.4770], [2.0100, 1.7187, -2.0762], [1.6796, 1.1631, -4.4170], [1.9173, -0.7239, -5.6660], [1.4681, -2.2700, -4.9943]],
  "lowdin_charge": [1.410, 0.196, -0.452, 0.008, -0.167, 0.069, 0.027, 0.052, -0.152, 0.063, -0.430, 0.209, 0.024, 0.166, 0.142, 0.138, 0.134, 0.132, 0.062, -0.560, -0.286, -0.132, 0.038, 0.030, -0.021, -0.048, -0.551, 1.135, 0.139, 0.132, 0.130, 0.124, -0.015, 0.027, -0.373, 0.234, 0.027, -0.401, 0.079, 0.058, 0.066, 0.118, 0.169, 0.141, 0.104]
}

---

Record 2
{
  "formula": "C15H14N4O2S2",
  "method": "ωB97M-V/def2-TZVPD",
  "energy_ha": -1745.8865,
  "smiles": "COc1cccc(-n2ccnc2SCC(=O)Nc2nccs2)c1",
  "de_lowest_kcal_mol": 2.3,
  "homo_energy_ev": -7.980,
  "largest_force_ev_per_a": 1.0,
  "total_charge": 0,
  "elements": ["C", "O", "C", "C", "C", "C", "C", "N", "C", "C", "N", "C", "S", "C", "C", "O", "N", "C", "N", "C", "C", "S", "C", "H", "H", "H", "H", "H", "H", "H", "H", "H", "H", "H", "H", "H", "H"],
  "coordinates": [[-5.7744, -1.4750, -0.8857], [-4.3966, -1.2303, -1.0377], [-3.8252, -0.2428, -0.3039], [-4.5021, 0.5890, 0.5824], [-3.8071, 1.5724, 1.2673], [-2.4493, 1.7424, 1.0909], [-1.7706, 0.9083, 0.2052], [-0.3892, 1.0720, 0.0238], [0.2830, 2.2717, -0.0260], [1.6000, 1.9685, -0.1771], [1.7688, 0.6181, -0.2114], [0.5691, 0.1086, -0.0946], [0.2302, -1.5980, -0.0169], [1.9264, -2.2055, 0.2563], [2.4785, -1.5783, 1.5086], [1.9626, -1.6735, 2.5962], [3.6395, -0.8479, 1.3784], [4.3269, -0.4794, 0.2559], [4.3699, -1.1007, -0.8688], [5.1566, -0.4616, -1.7681], [5.7563, 0.6688, -1.3256], [5.3103, 0.9817, 0.3104], [-2.4532, -0.0723, -0.4927], [-6.0211, -1.7585, 0.1423], [-5.9998, -2.3063, -1.5515], [-6.3724, -0.6058, -1.1782], [-5.5618, 0.4820, 0.7484], [-4.3391, 2.2117, 1.9557], [-1.9132, 2.4975, 1.6439], [-0.2305, 3.2091, 0.0162], [2.4443, 2.6227, -0.2615], [2.5339, -1.9802, -0.6172], [1.8166, -3.2806, 0.3955], [3.8942, -0.3536, 2.2267], [5.2615, -0.8857, -2.7497], [6.4232, 1.3265, -1.8434], [-1.9465, -0.7148, -1.1941]],
  "lowdin_charge": [-0.085, -0.075, -0.264, -0.023, -0.070, -0.023, -0.205, -0.021, -0.054, -0.124, 0.075, -0.589, 1.017, -0.347, -0.538, 0.073, 0.095, -0.643, 0.036, -0.236, -0.409, 1.019, 0.035, 0.097, 0.094, 0.096, 0.102, 0.108, 0.111, 0.114, 0.091, 0.050, 0.093, 0.147, 0.104, 0.054, 0.097]
}

---

Record 3
{
  "formula": "C15H14N4O4",
  "method": "ωB97M-V/def2-TZVPD",
  "energy_ha": -1099.8839,
  "smiles": "CC(=O)ON(OC(C)=O)c1cnc2c(nc3ccccn32)c1C",
  "de_lowest_kcal_mol": 109.4,
  "homo_energy_ev": -8.181,
  "largest_force_ev_per_a": 4.5,
  "total_charge": 0,
  "elements": ["C", "C", "O", "O", "N", "O", "C", "C", "O", "C", "C", "N", "C", "C", "N", "C", "C", "C", "C", "C", "N", "C", "C", "H", "H", "H", "H", "H", "H", "H", "H", "H", "H", "H", "H", "H", "H"],
  "coordinates": [[4.4963, -1.3599, -1.1957], [3.0517, -1.5767, -0.8246], [2.3120, -2.1636, -1.6209], [2.6937, -1.0819, 0.4056], [1.3954, -1.4695, 0.8521], [1.2158, -2.8759, 1.0715], [0.8803, -3.1955, 2.3245], [0.7041, -4.6688, 2.7364], [0.6666, -2.3979, 3.2178], [0.3397, -0.6213, 0.3970], [-0.7264, -1.1722, -0.3416], [-1.7390, -0.4350, -0.8888], [-1.6947, 0.8729, -0.6574], [-0.7511, 1.5128, 0.1012], [-0.9772, 2.8799, 0.1254], [-2.0184, 3.0225, -0.6309], [-2.7108, 4.2565, -0.9189], [-3.7389, 4.2173, -1.8399], [-4.1597, 2.9588, -2.4516], [-3.5313, 1.7936, -2.1236], [-2.4781, 1.8415, -1.1938], [0.2802, 0.7597, 0.6757], [1.3244, 1.4436, 1.5387], [4.7038, -0.2920, -1.1411], [5.1408, -1.8862, -0.4829], [4.7600, -1.7155, -2.1551], [1.6503, -5.1940, 2.8989], [0.2387, -5.2539, 1.9220], [0.1062, -4.7797, 3.6276], [-0.7070, -2.2454, -0.5392], [-2.3655, 5.1736, -0.4822], [-4.2894, 5.1277, -2.1229], [-5.0451, 2.9105, -3.0893], [-3.8060, 0.8490, -2.5065], [2.2484, 1.4259, 1.0175], [1.4590, 0.8739, 2.4947], [1.0716, 2.4652, 1.8004]],
  "lowdin_charge": [0.021, -0.449, 0.100, 0.066, -0.037, 0.081, -0.479, 0.020, 0.099, -0.136, -0.036, 0.149, -0.264, -0.177, 0.177, -0.291, 0.017, -0.062, -0.068, -0.004, 0.080, -0.093, -0.011, 0.091, 0.096, 0.073, 0.085, 0.086, 0.081, 0.120, 0.106, 0.106, 0.103, 0.110, 0.060, 0.106, 0.073]
}

---

Record 4
{
  "formula": "C15H14N7O6PtS",
  "method": "ωB97M-V/def2-TZVPD",
  "s2": 0.752,
  "energy_ha": -1931.8170,
  "multiplicity": 2,
  "de_lowest_kcal_mol": 0.0,
  "homo_energy_ev": [-14.103, -14.116],
  "largest_force_ev_per_a": 0.6,
  "total_charge": 2,
  "elements": ["Pt", "O", "C", "O", "C", "C", "C", "C", "C", "N", "C", "O", "O", "H", "H", "H", "H", "H", "S", "C", "C", "N", "C", "C", "C", "O", "N", "C", "O", "H", "H", "H", "H", "H", "N", "C", "N", "N", "C", "N", "H", "H", "H", "H"],
  "coordinates": [[-0.6744, -0.1300, -0.5697], [2.1195, 2.3225, -2.8733], [1.4234, 1.5318, -2.0911], [0.4724, 0.8691, -2.4581], [1.9209, 1.5201, -0.6769], [3.0938, 2.1383, -0.2729], [3.4609, 2.0316, 1.0588], [2.6629, 1.3033, 1.9306], [1.5153, 0.7029, 1.4398], [1.1537, 0.8378, 0.1657], [0.5824, -0.1706, 2.2383], [0.9488, -0.5871, 3.4287], [-0.5073, -0.4891, 1.8015], [1.7631, 2.2968, -3.7786], [3.6949, 2.6824, -0.9864], [4.3664, 2.5027, 1.4153], [2.9470, 1.2253, 2.9716], [1.8513, -0.3360, 3.6667], [-3.6842, -0.4116, -1.7344], [-2.2827, -1.0450, -1.3224], [2.9087, -4.2925, -0.1744], [1.5708, -3.8213, -0.5573], [0.6338, -4.6725, -1.0182], [-0.6215, -4.2533, -1.3417], [-0.8600, -2.8873, -1.1806], [-2.0706, -2.4183, -1.4609], [0.0593, -2.0272, -0.7534], [1.3168, -2.4606, -0.3757], [2.1469, -1.7155, 0.0980], [3.0362, -5.3024, -0.5518], [3.0068, -4.2838, 0.9092], [3.6574, -3.6340, -0.6040], [0.9354, -5.7065, -1.1135], [-1.3905, -4.9163, -1.7002], [-5.4968, 4.0932, 0.2353], [-4.3637, 3.4952, 0.5766], [-3.9598, 3.5162, 1.8488], [-3.6846, 2.8976, -0.4001], [-2.6096, 2.2403, -0.2999], [-1.6011, 1.6500, -0.3399], [-6.0775, 4.5742, 0.9006], [-5.7764, 4.0789, -0.7317], [-4.4837, 3.9888, 2.5661], [-3.1045, 3.0615, 2.1152]],
  "lowdin_charge": [1.414, 0.191, -0.438, 0.054, -0.145, 0.069, 0.028, 0.053, -0.168, 0.031, -0.439, 0.206, 0.050, 0.169, 0.141, 0.136, 0.133, 0.130, 0.837, -0.876, 0.032, -0.014, 0.024, 0.070, -0.308, -0.027, 0.045, -0.446, 0.097, 0.104, 0.112, 0.106, 0.155, 0.143, 0.216, -0.450, 0.215, 0.157, -0.334, 0.005, 0.134, 0.138, 0.132, 0.120]
}

---

Record 5
{
  "formula": "C15H15BrO3S",
  "method": "ωB97M-V/def2-TZVPD",
  "energy_ha": -3778.3288,
  "de_lowest_kcal_mol": 7.9,
  "homo_energy_ev": -6.202,
  "largest_force_ev_per_a": 1.4,
  "total_charge": 0,
  "elements": ["C", "O", "C", "C", "C", "C", "C", "C", "C", "H", "H", "H", "H", "H", "H", "H", "H", "H", "Br", "C", "S", "C", "C", "C", "C", "C", "C", "O", "O", "H", "H", "H", "H", "H", "H"],
  "coordinates": [[-3.2755, -1.6468, 1.3078], [-2.7732, -1.6020, -0.0467], [-2.7771, -0.4723, -0.6987], [-2.5519, -0.4565, -2.1090], [-2.6315, 0.7897, -2.7781], [-2.3441, 0.8657, -4.1347], [-2.0100, -0.2925, -4.8561], [-2.0001, -1.5408, -4.2047], [-2.2780, -1.6390, -2.8513], [-3.2731, -2.7074, 1.5614], [-2.6171, -1.0778, 1.9789], [-4.2992, -1.2476, 1.3543], [-3.0214, 0.4423, -0.1410], [-2.9492, 1.6518, -2.1889], [-2.3816, 1.8304, -4.6455], [-1.7587, -0.2261, -5.9139], [-1.7730, -2.4457, -4.7734], [-2.3258, -2.5994, -2.3267], [1.6485, -0.0225, -1.1374], [0.4096, 0.0998, 0.2091], [0.8960, -0.1801, 1.8410], [2.5075, 0.5440, 2.2831], [3.6829, -0.1769, 2.0386], [4.9243, 0.3692, 2.3724], [5.0059, 1.6287, 2.9748], [3.8293, 2.3281, 3.2571], [2.5828, 1.7831, 2.9331], [-0.0869, 0.5528, 2.6200], [1.1096, -1.5840, 2.0940], [-0.4629, 0.7249, 0.0535], [3.6294, -1.1761, 1.6055], [5.8364, -0.1967, 2.1621], [5.9805, 2.0584, 3.2239], [3.8815, 3.3090, 3.7389], [1.6656, 2.3122, 3.1967]],
  "lowdin_charge": [0.009, -0.052, -0.017, -0.191, -0.010, -0.060, -0.042, -0.057, 0.012, 0.105, 0.105, 0.104, 0.159, 0.123, 0.113, 0.112, 0.114, 0.129, 0.629, -0.871, 0.516, -0.274, -0.081, -0.085, -0.093, -0.088, -0.062, -0.387, -0.354, -0.031, 0.110, 0.104, 0.101, 0.102, 0.109]
}

---

Record 6
{
  "formula": "C15H15Cl2N3O3S2",
  "method": "ωB97M-V/def2-TZVPD",
  "energy_ha": -2687.3755,
  "smiles": "CCCNC(=O)NS(=O)(=O)c1cnccc1Sc1ccc(Cl)c(Cl)c1",
  "de_lowest_kcal_mol": 0.0,
  "homo_energy_ev": -9.364,
  "largest_force_ev_per_a": 1.0,
  "total_charge": 0,
  "elements": ["C", "C", "C", "N", "C", "O", "N", "S", "O", "O", "C", "C", "N", "C", "C", "C", "S", "C", "C", "C", "C", "Cl", "C", "Cl", "C", "H", "H", "H", "H", "H", "H", "H", "H", "H", "H", "H", "H", "H", "H", "H"],
  "coordinates": [[1.2198, 3.4630, -2.0989], [0.5411, 3.5840, -0.7395], [1.5476, 3.6257, 0.4128], [2.4058, 2.4634, 0.4635], [2.2456, 1.4845, 1.3593], [1.4582, 1.4762, 2.2817], [3.1709, 0.4311, 1.1947], [3.5209, -0.3817, -0.2291], [3.2327, 0.5066, -1.3171], [4.8362, -0.9176, -0.1066], [2.3492, -1.7247, -0.1546], [2.7845, -2.9892, 0.2002], [1.9619, -4.0014, 0.4001], [0.6632, -3.7769, 0.2643], [0.1194, -2.5555, -0.0921], [0.9872, -1.4859, -0.3184], [0.4678, 0.1026, -0.8325], [-1.2240, 0.0937, -0.2223], [-1.4554, 0.4457, 1.0998], [-2.7531, 0.4627, 1.5772], [-3.8124, 0.1377, 0.7406], [-5.4206, 0.1593, 1.3477], [-3.5713, -0.1997, -0.5912], [-4.8757, -0.5960, -1.6413], [-2.2716, -0.2176, -1.0739], [0.4774, 3.5052, -2.8918], [1.7523, 2.5187, -2.1851], [1.9252, 4.2780, -2.2467], [-0.1398, 2.7438, -0.5939], [-0.0490, 4.5018, -0.7015], [2.1855, 4.5090, 0.3090], [1.0228, 3.6758, 1.3693], [2.9812, 2.2622, -0.3425], [3.2397, -0.1651, 2.0062], [3.8423, -3.1706, 0.3257], [0.0232, -4.6290, 0.4473], [-0.9470, -2.4324, -0.1931], [-0.6304, 0.7147, 1.7436], [-2.9516, 0.7326, 2.6019], [-2.0820, -0.4722, -2.1046]],
  "lowdin_charge": [-0.103, -0.239, -0.173, 0.069, -0.623, 0.056, -0.003, 0.654, -0.322, -0.261, -0.270, -0.118, 0.076, -0.118, -0.038, -0.453, 1.086, -0.496, -0.067, -0.079, -0.684, 0.695, -0.683, 0.693, -0.120, 0.074, 0.042, 0.077, 0.069, 0.110, 0.124, 0.122, 0.110, 0.134, 0.118, 0.113, 0.106, 0.096, 0.113, 0.113]
}